[1]
C32H26IN6OSbSe4Sn as an isolated structure, computed with ωB97M-V with the def2-TZVPD basis set.

- Charge: 0
- Total energy: -326451.385 eV
- LUMO level: -1.5 eV
- Relative energy (zero: lowest compared OMol25 entry of this formula, charge and spin): 0.0 kJ/mol
- Largest force on an atom: 0.0093 hartree/bohr

Last column: Mulliken charge in e.
Cartesian coordinates (Å):
Sn1 -1.37642 -0.31332 -1.69173  1.286
Se1 -6.32501 -1.13458 -2.93417  -0.620
Sb1 -4.77819 -0.62890 -1.19200  0.765
Se2 -3.25761 1.34130 -2.02791  -0.544
Se3 -2.83990 -2.36221 -1.34159  -0.542
Se4 -5.31562 -0.20928 1.10009  -0.514
N1 8.44063 0.70875 1.85321  -0.522
C1 7.38161 0.60223 1.41968  -0.153
C2 6.04920 0.46849 0.87333  0.643
C3 4.94038 0.62240 1.70020  -0.861
C4 3.66624 0.49626 1.17164  0.046
C5 3.49304 0.20951 -0.17734  -0.705
C6 4.60446 0.05393 -0.99889  0.062
C7 5.88111 0.18558 -0.47927  -0.909
C8 2.11686 0.07139 -0.74078  1.253
C9 1.68306 -1.21434 -1.03793  -0.232
C10 2.41747 -2.42117 -0.88117  -0.659
C11 1.61956 -3.44490 -1.33360  -1.550
C12 0.40687 -2.85065 -1.73879  -0.673
N2 0.42924 -1.53210 -1.56904  0.715
C13 1.40979 1.25345 -0.97007  -0.315
C14 1.90446 2.57330 -0.81731  -0.677
C15 0.91776 3.42834 -1.25788  -1.435
C16 -0.15798 2.61346 -1.65933  -1.004
N3 0.11607 1.32067 -1.49190  0.961
H1 5.08141 0.83986 2.75021  0.454
H2 2.79666 0.61439 1.80660  0.606
H3 4.46567 -0.17176 -2.04885  0.500
H4 6.74915 0.06980 -1.11409  0.451
H5 3.41806 -2.49292 -0.48485  0.632
H6 1.84908 -4.49732 -1.36855  0.471
H7 -0.46564 -3.34230 -2.14480  0.580
H8 2.88329 2.83324 -0.44620  0.628
H9 0.94287 4.50547 -1.29525  0.470
H10 -1.10857 2.93150 -2.06170  0.647
C17 -3.46908 0.81972 4.38731  -1.143
N4 -2.65685 1.08199 3.21057  0.134
N5 -2.04614 0.06815 2.51317  0.804
C18 -1.69540 0.51969 1.27738  -0.067
O1 -1.15087 -0.27641 0.44436  0.296
C19 -2.06190 1.88548 1.22961  -0.090
C20 -2.68798 2.16888 2.41445  0.065
C21 -3.38589 3.41227 2.84159  -1.759
C22 -1.73687 -1.19221 3.09516  -0.164
C23 -2.14951 -2.34389 2.44690  -0.067
C24 -1.82170 -3.57443 2.99875  -0.842
C25 -1.11462 -3.64583 4.19141  -0.475
C26 -0.71871 -2.48032 4.83670  -0.672
C27 -1.01882 -1.24609 4.28227  -0.020
H11 -3.62785 -0.25086 4.47665  0.373
H12 -4.43938 1.29589 4.26338  0.393
H13 -2.98980 1.18861 5.29334  0.346
H14 -1.93915 2.54432 0.39136  0.404
H15 -3.25815 4.17797 2.08015  0.381
H16 -2.99479 3.78790 3.78874  0.345
H17 -4.45654 3.23096 2.96167  0.356
H18 -2.71835 -2.26657 1.53037  0.300
H19 -2.13717 -4.47939 2.49558  0.443
H20 -0.87048 -4.60914 4.62059  0.404
H21 -0.16734 -2.53128 5.76629  0.395
H22 -0.69467 -0.32964 4.76179  0.503
I1 -3.41951 -0.92108 -4.90406  0.219
C28 -1.45564 -0.25059 -5.10403  -0.018
C29 -1.00841 0.15824 -6.35788  -0.491
C30 0.30278 0.55892 -6.50707  -0.369
C31 1.14786 0.53004 -5.40831  -1.116
C32 0.63292 0.13135 -4.19626  -0.049
N6 -0.65106 -0.23807 -4.02632  0.129
H23 -1.69315 0.15103 -7.19247  0.402
H24 0.66636 0.88063 -7.47540  0.401
H25 2.18713 0.81762 -5.48373  0.474
H26 1.25966 0.09859 -3.31395  0.516

Atomic forces in eV per Å
Sn 0.377 0.103 0.279
Se -0.159 -0.017 0.082
Sb 0.133 0.012 -0.179
Se -0.116 -0.161 0.115
Se -0.263 0.128 -0.158
Se -0.015 -0.050 -0.015
N -0.072 -0.007 -0.029
C -0.168 -0.012 -0.062
C 0.201 0.022 0.070
C -0.038 0.008 0.034
C 0.002 0.024 0.050
C -0.079 -0.020 -0.051
C 0.041 -0.008 0.006
C 0.010 -0.016 -0.043
C -0.016 0.048 -0.038
C -0.132 -0.111 0.082
C -0.036 0.066 -0.042
C -0.057 0.001 -0.010
C 0.122 0.033 -0.031
N 0.225 -0.094 0.034
C -0.130 -0.017 0.054
C -0.048 -0.012 -0.050
C -0.022 -0.016 0.004
C 0.115 -0.045 -0.038
N 0.179 0.149 -0.058
H -0.008 -0.004 -0.007
H 0.022 -0.003 -0.009
H 0.007 0.007 0.011
H -0.013 -0.001 0.001
H -0.023 -0.005 -0.006
H -0.005 0.028 -0.008
H 0.008 0.008 0.018
H -0.015 -0.001 -0.001
H 0.005 -0.031 -0.007
H -0.011 -0.018 0.018
C -0.049 -0.007 -0.103
N 0.119 0.007 0.095
N -0.037 0.017 0.003
C -0.227 0.055 0.146
O 0.257 0.179 0.034
C 0.137 -0.160 -0.071
C -0.103 0.035 0.116
C 0.016 -0.018 -0.016
C -0.027 0.019 -0.048
C -0.030 -0.065 0.032
C -0.008 0.012 0.001
C 0.000 0.038 -0.020
C -0.018 -0.024 -0.019
C 0.046 0.025 0.025
H -0.003 -0.003 -0.026
H -0.001 0.010 -0.014
H 0.042 0.005 0.002
H -0.030 0.001 0.030
H 0.002 -0.005 0.020
H -0.003 -0.014 -0.017
H 0.028 -0.021 -0.036
H 0.012 0.000 -0.002
H 0.011 0.008 0.010
H -0.011 0.012 -0.004
H 0.004 -0.005 -0.005
H -0.013 -0.012 -0.017
I 0.099 0.009 -0.044
C 0.130 -0.070 0.162
C 0.050 -0.015 0.058
C -0.018 0.022 -0.129
C 0.065 -0.008 0.051
C -0.137 -0.112 0.086
N -0.207 0.110 -0.267
H -0.012 -0.019 0.000
H -0.011 -0.005 0.027
H -0.016 -0.007 0.012
H -0.079 0.016 -0.088



[2]
C32H27BCl3F4N5O9PdS as an isolated structure at a distorted geometry, computed with ωB97M-V with the def2-TZVPD basis set.

- Charge: -2
- Total energy: -122929.090 eV
- LUMO level: 3.3 eV
- Relative energy (zero: lowest compared OMol25 entry of this formula, charge and spin): 24.9 kJ/mol
- Largest force on an atom: 0.0505 hartree/bohr

Last column: Mulliken charge in e.
Cartesian coordinates (Å):
Pd1 0.38879 -1.32756 -1.86468  0.763
Cl1 7.44899 0.81134 4.04602  -0.261
C1 5.74869 1.06654 3.91722  0.119
C2 5.04299 0.54004 2.85382  -1.602
C3 3.68419 0.77634 2.76412  0.768
C4 3.00069 1.52584 3.71862  -0.394
C5 1.51079 1.74724 3.63952  -0.009
C6 0.73419 0.40174 3.77102  -1.802
N1 0.97319 -0.51846 2.70612  0.608
C7 1.84029 -1.58236 2.69042  -0.266
C8 1.78419 -2.09786 1.42822  -1.433
N2 0.91429 -1.37546 0.68032  0.759
C9 0.44109 -0.44786 1.46122  -1.064
O1 1.00889 2.47564 2.52722  -0.457
C10 1.84349 2.80834 1.43472  0.169
C11 3.07139 3.59304 1.80902  -0.550
C12 3.11679 4.61464 2.70952  1.052
Cl2 1.80409 5.27784 3.57942  -0.222
S1 4.72509 5.23604 2.94402  -0.253
C13 5.33259 4.11114 1.78282  -0.447
C14 4.36179 3.32164 1.27442  -1.014
C15 3.74709 2.02804 4.78542  0.527
Cl3 3.01889 2.97414 6.04002  -0.253
C16 5.10949 1.81164 4.89212  -0.781
H1 5.51379 -0.04246 2.08082  0.664
H2 3.17839 0.36624 1.90772  0.625
H3 1.20159 2.33964 4.51482  0.904
H4 -0.33161 0.65294 3.77972  0.392
H5 1.00859 -0.06316 4.72302  0.427
H6 2.40489 -1.86166 3.55642  0.490
H7 2.30329 -2.92556 0.99452  0.506
H8 -0.31891 0.25804 1.19592  0.654
H9 1.19069 3.42564 0.80642  0.559
H10 2.14799 1.93714 0.84642  -0.104
H11 6.38089 4.10894 1.56272  0.511
H12 4.52459 2.55894 0.53582  0.623
H13 5.66059 2.22404 5.72072  0.451
F1 2.88829 -1.03706 -1.50628  -0.206
B1 3.98289 -0.39736 -0.91668  0.070
F2 3.65379 0.93114 -0.64358  -0.318
F3 5.08899 -0.43756 -1.73638  -0.343
F4 4.30419 -1.00016 0.29542  -0.365
C17 -5.89551 -0.38236 -3.07998  -1.851
C18 -4.46831 0.02314 -2.87218  0.569
C19 -4.10101 0.68884 -1.71318  -0.921
C20 -2.78101 0.97724 -1.41468  1.331
C21 -2.51351 1.67174 -0.10898  -1.775
C22 -1.76271 0.57424 -2.30608  0.828
C23 -0.35261 0.64644 -1.87138  0.403
O2 0.65209 0.52124 -2.61558  -0.733
C24 -2.14111 0.03954 -3.56028  0.893
C25 -1.15551 -0.23596 -4.65848  -1.526
C26 -3.47911 -0.23396 -3.80708  -0.862
H14 -6.49451 0.46204 -3.42628  0.464
H15 -6.31041 -0.72756 -2.13538  0.342
H16 -5.97421 -1.18296 -3.81058  0.328
H17 -4.87001 0.95684 -1.00268  0.270
H18 -3.41901 2.18454 0.21302  0.492
H19 -1.70811 2.40234 -0.17578  0.434
H20 -2.27281 0.91814 0.64032  0.178
H21 -0.19251 1.10634 -0.88238  0.016
H22 -0.88681 0.70214 -5.14718  0.389
H23 -1.59321 -0.90316 -5.39968  0.326
H24 -0.22611 -0.68556 -4.28418  0.256
H25 -3.75511 -0.68016 -4.75198  0.312
O3 -4.27301 -5.38246 -4.55568  -0.697
N3 -4.82791 -4.80926 -3.61708  1.031
O4 -6.02551 -4.96916 -3.36908  -0.703
C27 -4.07791 -3.95336 -2.80318  -0.806
C28 -4.67011 -3.32196 -1.71368  -0.203
C29 -3.93271 -2.51936 -0.86338  -0.902
C30 -2.49981 -2.31686 -1.04448  0.297
O5 -1.80651 -1.60256 -0.31818  -0.118
C31 -1.95531 -2.99136 -2.21828  0.036
C32 -2.70331 -3.75656 -3.05648  -0.159
N4 -0.54791 -2.91236 -2.43808  1.070
O6 -0.15961 -3.08666 -3.62928  -0.813
O7 0.18059 -3.30416 -1.47688  -0.815
N5 -4.62041 -1.85536 0.17312  1.344
O8 -5.84901 -1.75066 0.07292  -0.733
O9 -4.01271 -1.39426 1.12862  -0.672
H26 -5.71571 -3.49066 -1.50248  0.553
H27 -2.23701 -4.23566 -3.90568  0.627

Atomic forces in eV per Å
Pd 1.906 1.175 1.316
Cl 0.452 -0.061 0.028
C -0.529 0.041 -0.011
C 0.050 -0.055 0.037
C 0.061 -0.032 0.182
C -0.044 -0.007 0.147
C -0.413 -0.277 0.447
C 0.062 0.802 0.124
N -0.075 -0.175 -0.118
C 0.060 -0.480 0.029
C 0.045 0.076 0.331
N -0.134 0.279 -0.117
C -0.001 -0.053 -0.096
O -0.082 -0.257 0.099
C 0.000 0.140 -0.295
C -0.229 0.442 0.249
C 0.534 -0.011 -0.245
Cl -0.208 0.223 0.121
S -0.480 -0.318 -0.200
C -0.086 0.332 0.275
C 0.141 0.200 -0.091
C 0.175 -0.251 -0.332
Cl -0.082 0.196 0.358
C 0.067 -0.032 -0.035
H 0.121 -0.086 -0.139
H -0.073 -0.030 -0.159
H 0.139 -0.216 -0.231
H 0.108 -0.060 0.098
H -0.097 0.036 -0.089
H 0.125 -0.031 0.188
H 0.263 -0.197 0.000
H -0.142 0.226 0.000
H 0.136 -0.107 -0.025
H -0.069 0.027 0.025
H 0.244 -0.066 -0.099
H 0.039 -0.271 -0.190
H 0.063 0.053 0.085
F 0.118 -0.183 -0.103
B -0.220 -0.146 -0.187
F -0.335 1.020 0.197
F 0.647 -0.041 -0.675
F 0.194 -0.560 0.878
C -0.005 0.112 -0.022
C 0.123 0.155 -0.036
C -0.019 -0.032 -0.115
C 0.243 -0.029 -0.286
C 0.053 -0.142 -0.033
C -0.758 0.156 -0.458
C -0.467 0.716 0.577
O 0.238 0.805 -0.958
C 0.179 0.138 0.243
C 0.427 -0.203 0.100
C -0.142 0.049 0.144
H -0.084 0.036 -0.046
H -0.123 -0.082 0.029
H -0.034 -0.092 -0.090
H -0.107 0.016 0.183
H 0.007 0.027 0.067
H 0.022 -0.008 0.073
H 0.081 0.015 0.156
H -0.020 -0.226 -0.072
H 0.073 0.069 -0.044
H -0.029 -0.018 -0.017
H -0.417 0.115 -0.286
H 0.014 -0.160 -0.134
O -0.059 0.131 0.148
N -0.622 -0.640 -0.597
O 0.076 0.003 -0.039
C 0.586 0.925 0.937
C -0.120 -0.128 0.049
C 0.476 -0.732 -1.010
C 0.215 0.478 0.561
O -0.328 -0.281 -0.101
C -1.561 -0.411 0.178
C 0.326 0.048 0.041
N -0.625 -0.705 -1.693
O 0.086 -0.650 -1.284
O 0.497 -1.223 1.457
N -0.550 0.536 0.899
O -0.091 -0.021 0.001
O -0.066 -0.189 -0.261
H 0.000 0.096 -0.083
H 0.053 0.078 0.047



[3]
C32H27ClN6O8Rb as an isolated structure, computed with ωB97M-V with the def2-TZVPD basis set.

- Charge: -1
- Total energy: -72121.719 eV
- LUMO level: 0.5 eV
- Relative energy (zero: lowest compared OMol25 entry of this formula, charge and spin): 97.8 kJ/mol
- Largest force on an atom: 0.0093 hartree/bohr

Last column: Mulliken charge in e.
Cartesian coordinates (Å):
Rb1 0.11638 0.45601 -0.64789  0.602
O1 -2.51545 5.75933 -0.14993  -0.563
C1 -2.03729 5.85842 1.07009  0.398
O2 -2.12249 6.87607 1.72294  -0.635
C2 -1.35009 4.65261 1.61983  0.032
C3 -0.52844 4.65243 2.72634  0.217
Cl1 -0.12376 5.88935 3.82508  -0.164
N1 -0.06213 3.39088 2.89664  0.466
N2 -0.55914 2.55518 1.96636  -0.204
C4 -1.33339 3.29522 1.19536  0.317
C5 -1.99822 2.64858 -0.00653  0.359
O3 -2.17630 3.39583 -1.00126  -0.856
O4 -2.23407 1.43092 0.06668  -0.562
C6 0.83855 2.88737 3.88266  0.007
C7 2.05182 3.52105 4.10209  -0.080
C8 2.89759 3.04010 5.09028  -0.892
C9 2.53825 1.92139 5.82658  -0.505
C10 1.33899 1.27032 5.57199  -0.614
C11 0.47952 1.75570 4.59920  -0.167
H1 -2.35734 4.82762 -0.54650  0.470
H2 2.31266 4.38198 3.50251  0.511
H3 3.84380 3.53225 5.27565  0.361
H4 3.20587 1.54075 6.59022  0.427
H5 1.07409 0.38446 6.13525  0.360
H6 -0.46563 1.27539 4.38233  0.459
O5 -1.60840 -7.56004 -3.46673  -0.660
N3 -0.64878 -6.90432 -3.10730  1.071
O6 0.48992 -7.32875 -3.14054  -0.647
C12 -0.88361 -5.54442 -2.59878  -0.687
C13 -2.17003 -5.12912 -2.63031  -0.528
C14 -2.54634 -3.84053 -2.16879  1.216
C15 -3.87775 -3.38115 -2.19522  -0.659
C16 -4.15890 -2.12826 -1.72805  -1.123
C17 -3.10758 -1.34090 -1.22425  -0.323
N4 -1.85632 -1.75554 -1.19293  -0.018
C18 -1.56726 -2.98058 -1.66085  -0.331
C19 -0.18062 -3.41246 -1.63771  -0.152
N5 0.70645 -2.52252 -1.16407  0.429
C20 1.97754 -2.84644 -1.12051  -0.249
C21 2.44467 -4.09383 -1.54846  -1.029
C22 1.55647 -5.01642 -2.03579  -0.472
C23 0.18277 -4.69721 -2.10186  0.787
H7 -2.92432 -5.79951 -3.01545  0.545
H8 -4.65716 -4.02635 -2.58396  0.447
H9 -5.16708 -1.73762 -1.73128  0.450
H10 -3.28132 -0.34111 -0.83225  0.588
H11 2.65133 -2.09048 -0.72930  0.478
H12 3.50050 -4.32277 -1.49676  0.427
H13 1.90526 -5.97732 -2.36905  0.537
O7 -1.75951 -1.94410 1.79221  -0.511
C24 -1.11504 -1.25580 2.86236  0.427
C25 -0.16455 -2.19885 3.58725  -0.568
C26 1.04224 -2.63529 2.74014  -0.821
C27 2.05117 -1.52673 2.59535  0.511
C28 3.05716 -1.35231 3.53824  -0.694
C29 3.90602 -0.26279 3.41946  -0.566
C30 3.72242 0.61422 2.36588  -0.662
C31 2.71152 0.36531 1.44368  -0.568
N6 1.89194 -0.69619 1.55894  0.461
H14 -1.44287 -1.60012 0.94918  0.029
H15 -1.88957 -0.92735 3.56106  0.400
H16 -0.59787 -0.36140 2.50822  -0.237
H17 -0.73805 -3.08381 3.87811  0.414
H18 0.19213 -1.72163 4.50760  0.178
H19 0.69036 -2.94098 1.75388  -0.036
H20 1.51039 -3.49772 3.22057  0.507
H21 3.16030 -2.06205 4.35108  0.453
H22 4.69322 -0.09990 4.14691  0.421
H23 4.35536 1.48211 2.23236  0.554
H24 2.57659 1.01720 0.55181  0.450
C32 2.51372 2.88134 -1.51506  -0.737
O8 2.43840 1.58690 -1.08297  -0.837
H25 3.40601 3.09934 -2.14410  0.232
H26 2.55785 3.63615 -0.69342  0.144
H27 1.64617 3.20262 -2.13921  0.213

Atomic forces in eV per Å
Rb 0.433 -0.157 -0.119
O -0.079 -0.036 -0.026
C 0.059 0.012 0.069
O -0.015 -0.021 -0.023
C 0.065 0.055 0.044
C 0.029 -0.167 0.039
Cl -0.043 0.062 -0.043
N 0.211 -0.008 0.096
N -0.167 -0.097 -0.022
C -0.019 0.020 -0.086
C 0.008 -0.040 -0.031
O -0.219 0.099 0.086
O -0.381 0.116 0.118
C -0.074 0.101 -0.089
C -0.062 0.020 0.028
C -0.045 0.001 -0.041
C 0.068 -0.073 0.051
C 0.024 0.037 -0.048
C -0.024 -0.019 -0.010
H 0.077 0.014 -0.047
H 0.063 -0.013 0.017
H -0.008 0.003 -0.015
H -0.014 0.011 -0.006
H -0.020 0.006 -0.017
H 0.011 -0.005 0.011
O -0.071 0.093 -0.009
N 0.002 -0.278 -0.002
O 0.081 0.024 -0.023
C -0.088 0.255 0.066
C 0.029 -0.181 -0.072
C -0.009 0.167 0.070
C 0.001 -0.051 -0.019
C -0.041 0.007 0.000
C 0.039 -0.035 -0.007
N -0.211 0.097 0.030
C -0.031 0.002 -0.016
C 0.050 -0.127 -0.039
N 0.046 0.005 0.007
C -0.043 0.038 0.020
C 0.013 -0.022 -0.005
C 0.029 -0.003 0.014
C 0.062 0.010 0.018
H -0.013 -0.008 -0.006
H 0.008 0.003 0.004
H 0.011 0.002 0.001
H 0.020 -0.023 -0.009
H -0.013 -0.009 -0.008
H -0.008 0.000 0.002
H -0.002 0.020 0.005
O 0.083 0.065 0.064
C 0.002 -0.123 0.021
C 0.033 -0.005 -0.060
C -0.038 0.058 0.140
C -0.112 -0.018 -0.112
C 0.018 -0.002 0.005
C -0.018 0.012 0.033
C 0.003 -0.020 -0.023
C -0.057 -0.161 0.121
N 0.098 0.209 0.100
H -0.035 0.007 -0.006
H -0.047 0.022 -0.015
H 0.008 -0.009 -0.067
H 0.010 0.004 0.015
H -0.021 0.002 -0.011
H 0.018 -0.011 -0.026
H 0.034 -0.017 -0.040
H 0.006 0.023 0.006
H 0.000 -0.002 -0.003
H 0.005 -0.014 0.014
H 0.116 -0.111 0.131
C 0.028 0.115 -0.088
O 0.112 0.158 -0.204
H -0.015 -0.029 0.012
H 0.003 -0.059 0.001
H 0.028 0.000 0.033